1.
A cluster of 10 separate species, C27H56Br18IO2P in total, computed with ωB97M-V/def2-TZVPD.

Element x y z (Å)
I: 0.6339 0.1089 0.4076
Br: 10.2487 -5.1343 -5.6484
Br: -2.6434 4.9655 5.2848
Br: 0.6112 6.7764 -1.3650
Br: -0.4975 2.1842 4.2502
Br: -1.3906 -2.5439 -4.2120
Br: 7.3142 -7.2070 -6.5004
Br: -7.0283 8.1738 3.1671
Br: 2.7070 3.9563 -2.5134
Br: -0.2217 -0.5545 -7.0860
Br: -4.3212 2.5579 9.0695
Br: 3.1534 -5.0839 -3.7018
Br: -2.9169 8.2077 4.1835
Br: 6.6102 -2.7137 -4.8366
Br: -7.7212 11.6097 4.3252
Br: -4.7784 6.1799 8.5978
Br: 3.6287 -2.4828 -6.9964
Br: 2.0057 -7.0522 -0.7947
Br: -1.7554 5.6548 1.7464
P: -0.7899 -2.6201 -1.0449
O: -2.5601 -4.9289 -1.2847
O: -1.4712 -3.0801 3.0405
C: 1.9147 -7.4643 -2.6964
C: -6.6769 9.0014 4.8939
C: 3.1541 -7.0102 -3.4203
C: -1.0841 -1.5359 4.8986
C: -0.1152 -4.3699 -1.1582
C: -2.5458 3.1578 5.9976
C: -1.6570 -2.5562 0.6076
C: 0.8308 -0.8549 -2.5529
C: -1.4945 -2.9312 -6.1209
C: 0.7018 4.9424 -0.7139
C: 5.5125 -2.5969 -7.4776
C: 0.6999 -1.4466 -1.0921
C: -5.7651 4.9404 9.7299
C: 6.2583 -3.5342 -6.5654
C: -1.2334 -5.4503 -1.1394
C: -2.5647 7.3991 1.4433
C: 8.9817 -6.9458 -7.4743
C: -0.2442 -2.4873 -6.8333
C: 2.1143 4.4224 -0.7166
C: -1.0383 -3.4400 1.7301
C: 10.1598 -6.8630 -6.5403
C: -1.1234 2.6684 6.0313
C: 1.0767 0.6672 -2.6619
C: -4.8511 3.9210 10.3563
C: -7.7927 9.9260 5.3021
C: -2.0794 8.4250 2.4341
C: -0.5507 -2.1210 3.5751
H: 1.0081 -7.0016 -3.0774
H: -6.2308 5.5569 10.4964
H: 1.5974 -2.0567 -0.9029
H: 0.4525 -2.5551 3.7002
H: 0.4428 -4.5026 -2.0968
H: -1.8074 -1.5315 0.9688
H: -3.6409 7.2551 1.4761
H: -1.1973 -6.0571 -0.2208
H: -1.1005 -6.1675 -1.9634
H: 11.0922 -6.9472 -7.0953
H: -1.0063 8.3876 2.5948
H: 5.9047 -1.5846 -7.4590
H: -0.2060 -1.1449 5.4370
H: -2.9576 3.2187 7.0053
H: 4.0687 -7.2515 -2.8870
H: 0.1766 1.2347 -2.3994
H: 0.3093 4.9876 0.3000
H: -2.9533 -4.9519 -0.4110
H: 1.6157 -1.3702 -3.1211
H: 0.6637 -2.7500 -6.2972
H: -1.7037 -0.6562 4.6884
H: -2.3909 -2.4482 -6.4991
H: 1.2530 0.8802 -3.7309
H: 8.8575 -6.0521 -8.0782
H: -1.5974 -2.2752 5.5201
H: 7.2404 -3.7674 -6.9744
H: -1.3782 -4.4742 1.5585
H: -5.7171 9.5030 4.8119
H: -0.5234 -1.2874 2.8557
H: 9.0705 -7.8128 -8.1261
H: -5.3650 3.3823 11.1501
H: 3.1938 -7.4440 -4.4179
H: 1.9677 1.0219 -2.1348
H: -1.6125 -4.0117 -6.1881
H: -0.2025 -2.9050 -7.8378
H: -1.0427 1.7584 6.6245
H: 0.0314 4.3548 -1.3342
H: 10.1357 -7.6185 -5.7610
H: 5.7216 -4.4581 -6.3739
H: -0.4293 3.4105 6.4139
H: 0.0604 -3.4456 1.6616
H: -6.5910 8.1731 5.5955
H: 0.6023 -4.5831 -0.3552
H: -2.3618 9.4246 2.1093
H: -8.7776 9.5034 5.1286
H: -2.2676 7.6776 0.4334
H: 2.1802 3.4983 -0.1446
H: 5.5227 -2.9687 -8.5007
H: -2.6657 -2.9495 0.4158
H: -7.6961 10.1997 6.3511
H: 2.8297 5.1403 -0.3270
H: -0.1376 -1.0343 -3.0622
H: -3.9367 4.3549 10.7491
H: -3.1938 2.5407 5.3812
H: -6.5358 4.4925 9.1098
H: 1.8162 -8.5470 -2.7484

Summary:
energy = -48184.09581 a.u.
orbital gap = 7.84 eV
spin multiplicity = 1
SMILES = CCOCCP(CCO)[C@H](I)CC.BrCCBr.BrCCBr.BrCCBr.BrCCBr.BrCCBr.BrCCBr.BrCCBr.BrCCBr.BrCCBr
HOMO = -7.593 eV
LUMO energy = 0.24 eV

2.
A structure of composition C27H58BeO3P2SSi, computed with ωB97M-V/def2-TZVPD.

Element x y z (Å)
S: -0.4813 -0.3690 -0.3943
P: -0.2285 -0.8375 -3.1338
P: 0.9187 -3.6065 -1.8467
Si: -0.0535 -0.7223 1.6047
O: -0.0778 -2.2968 2.1037
O: -1.1130 0.1463 2.5718
O: 1.4417 -0.0595 1.8861
C: 0.8999 -5.4261 -1.9100
C: -0.0085 0.4794 -4.3646
C: -0.9264 5.4759 -1.7776
C: 1.9146 1.5325 3.6635
C: 1.8114 1.3325 2.1562
C: 0.2238 -2.8392 3.4364
C: 2.5891 -3.3299 -1.1885
C: -0.9309 -2.5906 4.4032
C: 1.4881 -2.2003 3.9928
C: 3.1567 1.5309 1.4733
C: 1.0862 -3.2626 -3.6549
C: 0.3359 5.6751 -0.9799
C: -2.8058 1.4197 1.4274
C: -3.0532 0.7923 3.8188
C: -2.5537 0.3337 2.4564
C: -2.0300 -0.9915 -3.4756
C: 1.2467 -1.7727 -3.8599
C: 0.4290 -4.3355 3.2305
C: -1.6774 4.1592 -1.4999
C: -0.9715 2.8838 -1.8185
C: 2.0841 4.5049 -2.4083
C: 0.9735 3.7965 -3.2229
C: -1.6954 -3.3243 -1.3569
C: 0.2295 2.8025 -2.4037
C: 0.8053 2.3017 1.5571
C: 1.6023 5.3277 -1.2517
C: -3.2126 -0.9783 2.0573
Be: -0.4221 -2.1446 -1.4873
H: -2.9962 -1.7655 2.7889
H: -0.6739 1.3172 -4.1567
H: 3.9251 0.8734 1.8949
H: -4.3012 -0.8422 2.0147
H: -0.7672 5.6211 -2.8477
H: 3.4872 2.5678 1.5950
H: 2.3073 -2.2869 3.2691
H: -2.5428 -1.4624 -2.6264
H: -4.1347 0.9444 3.7554
H: 2.9978 -4.3010 -0.8785
H: -2.1625 -1.5742 -4.3982
H: 2.5226 -2.6705 -0.3096
H: -3.8840 1.5935 1.3474
H: 3.2176 -2.9051 -1.9809
H: -0.2765 0.0331 -5.3416
H: 1.3333 -1.1399 4.2396
H: -1.0957 -1.5164 4.5777
H: 1.0398 0.8103 -4.3737
H: 1.4256 -1.4705 -4.8957
H: 0.1893 -3.6433 -4.1425
H: -1.9318 4.0891 -0.4317
H: -2.8537 0.0597 4.6093
H: -1.5160 1.9816 -1.5501
H: 0.3178 4.5344 -3.7019
H: -2.4292 0.0329 -3.5916
H: -2.3247 2.3515 1.7415
H: 0.1439 6.2724 -0.0822
H: 2.4203 5.6623 -0.5990
H: -2.4203 1.1271 0.4436
H: 1.7917 -2.7227 4.9138
H: -2.6355 4.1827 -2.0341
H: 1.9386 -3.8261 -4.0164
H: -0.1548 2.2374 2.0763
H: 0.7427 1.8314 -2.2979
H: -1.8987 -3.7549 -2.3487
H: -0.7093 -3.0533 5.3782
H: 2.2368 2.5581 3.8790
H: -2.5815 -2.7862 -1.0103
H: -2.6054 1.7473 4.1103
H: 0.6592 2.0832 0.4946
H: 3.0772 1.3218 0.4001
H: 0.6929 -4.8236 4.1769
H: 1.1763 3.3330 1.6359
H: -2.8726 -1.3135 1.0709
H: 1.2495 -4.5110 2.5234
H: 1.7821 -5.8051 -1.3851
H: 2.6956 5.0945 -3.1180
H: 1.4676 3.2559 -4.0492
H: -1.6215 6.2731 -1.4644
H: 2.7556 3.7295 -1.9950
H: -0.4866 -4.8079 2.8578
H: 0.9538 -5.7778 -2.9449
H: -1.4976 -4.1446 -0.6600
H: 2.6453 0.8523 4.1148
H: 0.9472 1.3781 4.1539
H: 0.0204 -5.8415 -1.4139
H: -1.8569 -3.0551 4.0433
H: 2.0760 -1.3559 -3.2649

Summary:
energy = -2674.52168 a.u.
orbital gap = 7.80 eV
spin multiplicity = 1
HOMO = -7.402 eV
LUMO energy = 0.40 eV

3.
A structure of composition C27H59ClOP2PtSi3, computed with ωB97M-V/def2-TZVPD.

Element x y z (Å)
Pt: 0.0049 0.0504 -0.4441
Cl: 4.5729 0.6887 -0.5580
P: 0.3764 2.2985 1.3491
P: 0.2203 -1.9400 -1.8587
Si: -2.9463 -1.9784 -1.9556
Si: 1.5337 -2.0557 2.2436
Si: -2.7958 2.6455 1.4530
O: 0.6545 -1.7584 0.9323
C: -1.1620 2.3563 2.3606
C: -3.2663 0.4765 -0.4233
C: 1.7255 0.7770 -1.2183
C: -3.1617 4.4356 1.1271
C: 2.6683 1.4208 2.7358
C: -2.6408 -0.2041 -1.4866
C: -2.5721 1.6677 -0.1168
C: -4.1511 1.9042 2.5095
C: -3.3856 -2.1147 -3.7622
C: -1.4811 1.7914 -1.0667
C: -1.5428 0.6511 -1.9540
C: 1.2927 3.1025 3.9681
C: -0.0636 -2.7907 -4.6357
C: 0.3861 4.0157 0.5188
C: 3.3426 -1.4563 2.1104
C: -4.3142 -2.7102 -0.9152
C: 1.9670 -3.8991 2.5931
C: 1.3308 -0.7413 -4.1531
C: 2.7197 -3.1019 -0.9519
C: 1.5869 4.1023 -0.4278
C: 1.0261 -4.6855 -1.9460
C: 0.3544 5.2193 1.4689
C: 0.6893 -1.3829 3.8144
C: 1.5789 -3.2520 -1.9636
C: 0.1137 -1.5677 -3.7242
C: 1.7748 2.6363 2.5921
C: -1.3284 -2.8331 -1.4697
H: -3.8794 0.8978 2.8543
H: 2.3643 -0.0441 -1.5542
H: 3.1922 1.1748 1.7985
H: 1.3472 -1.5029 4.6946
H: 0.4868 -4.9131 -1.0142
H: -3.3474 -3.1533 -4.1100
H: 3.1473 -2.0855 -0.9097
H: 2.3488 -3.3711 0.0500
H: -2.7662 -1.5016 -4.4212
H: -1.2444 1.3652 2.8481
H: -1.3116 -3.8542 -1.8831
H: 3.6632 -0.8995 2.9989
H: -4.3291 2.5403 3.3879
H: -0.5395 4.0289 -0.0734
H: 1.0810 -4.5447 2.5778
H: -0.9612 2.7094 -1.3167
H: 2.3657 3.4334 2.1124
H: -5.1982 -2.0621 -0.9817
H: 0.8278 -3.4286 -4.6443
H: -3.0637 5.0358 2.0380
H: 2.7119 -4.3024 1.8920
H: 2.2617 -1.1558 -3.7451
H: 3.5263 -3.8051 -1.2322
H: -0.2488 -1.9305 4.0003
H: 0.3618 -4.8913 -2.7943
H: -1.0773 0.6369 -2.9311
H: -0.1896 -2.4209 -5.6636
H: -4.1789 0.1430 0.0759
H: -4.4194 -1.7636 -3.8657
H: 1.4067 -0.7514 -5.2487
H: 2.4047 -3.9380 3.6024
H: -4.2010 4.5112 0.7888
H: 0.6268 2.3667 4.4418
H: 2.0811 0.5558 3.0718
H: 2.1747 3.2124 4.6156
H: 1.8617 -5.3984 -2.0216
H: 4.0273 -2.3096 1.9571
H: 1.4319 3.4985 -1.3291
H: 2.0059 -3.0850 -2.9637
H: -4.0057 -2.7865 0.1357
H: -0.9515 -3.3861 -4.3900
H: 0.2939 6.1217 0.8414
H: -4.5693 -3.7119 -1.2889
H: -1.3039 -2.9279 -0.3664
H: 2.2754 1.2908 -0.4186
H: 1.2859 5.2927 2.0463
H: 1.7251 5.1484 -0.7281
H: -0.5163 5.2181 2.1404
H: 0.4217 -0.3205 3.7026
H: 3.4637 -0.7994 1.2324
H: 0.7814 4.0716 3.9287
H: 1.2444 0.3008 -3.8275
H: 2.5121 3.7639 0.0585
H: -1.0728 3.0963 3.1716
H: -0.7880 -0.9493 -3.8296
H: 3.4194 1.6292 3.5142
H: -2.5329 4.8790 0.3527
H: -5.0818 1.8357 1.9308
H: 1.5404 1.4680 -2.0542

Summary:
energy = -3270.03159 a.u.
orbital gap (alpha / beta) = 5.97 / 5.06 eV
spin multiplicity = 5
<S²> = 6.025
HOMO (alpha / beta) = -5.598 / -8.268 eV
LUMO energy (alpha / beta) = 0.37 / -3.21 eV

4.
A cluster of 9 separate species, C27H59N5O9 in total, computed with ωB97M-V/def2-TZVPD.

Element x y z (Å)
O: 2.8247 3.0496 2.8314
O: -4.4989 -2.3155 -2.9805
O: -4.1404 4.2483 2.9884
O: -3.8274 -3.7478 1.8979
O: 2.2712 -0.3052 3.8669
O: 9.1075 1.4444 0.4052
O: -0.1839 -0.2987 0.6419
O: -2.8958 0.6032 -5.7795
O: 3.6562 -1.2108 -2.5749
N: 0.8457 2.6683 3.9752
N: 2.9847 0.0525 1.7656
N: 2.2456 -2.0379 -4.1104
N: -2.1926 -2.1765 2.2688
N: 6.8776 1.9136 -0.0015
C: -1.3880 1.4320 -0.4046
C: -3.3572 -2.6262 1.7309
C: -1.3338 -3.0367 3.0554
C: 0.0698 2.4736 2.7568
C: -3.7300 1.3465 -5.3300
C: -3.3080 2.6833 -4.7647
C: 6.6332 0.8716 -0.9842
C: -6.0329 2.7952 3.5918
C: -0.5137 0.2699 -0.3784
C: 0.0808 -0.1914 -1.6675
C: 8.0573 2.0263 0.6591
C: 3.0358 -0.3429 0.3312
C: -4.6035 3.3775 3.6910
C: -3.7342 2.8174 4.8067
C: 2.0956 -0.8349 -4.8711
C: -4.2721 -3.4697 -3.3134
C: 2.4474 -0.7468 2.7679
C: 2.8918 2.7961 5.2228
C: -5.2021 0.8454 -5.0912
C: -4.0586 -1.6326 0.7957
C: 2.9388 -3.5865 -2.3518
C: 2.2253 2.8247 3.8962
C: -4.5558 -3.8891 -4.7169
C: -3.6960 -4.4272 -2.3433
C: 2.3537 -2.2007 2.4163
C: 2.9821 -2.1895 -2.9967
C: 7.9717 2.9484 1.8205
H: -4.1957 -2.1727 -0.1502
H: -2.5954 3.1342 -5.4548
H: 1.7495 -2.8686 -4.3983
H: 0.5420 1.6691 2.1079
H: -5.0318 -0.1949 -4.7402
H: -5.8137 1.3793 -4.3958
H: 6.1387 2.4364 0.4220
H: -2.6097 -4.3410 -2.4412
H: -3.9650 -4.6951 -5.1940
H: -1.1423 2.1168 -1.1488
H: 2.4049 -1.2182 0.1150
H: 0.4699 2.2465 4.8080
H: -3.8725 3.5327 5.6061
H: 6.1231 1.3174 -1.8596
H: 2.7833 -2.3833 1.4625
H: 4.1028 -0.5861 0.0966
H: -5.6340 -4.1850 -4.7706
H: 1.7678 -0.0175 -4.1823
H: 3.8728 -3.6967 -1.7975
H: -5.6521 0.7671 -6.1223
H: -0.6800 -3.6758 2.4339
H: 6.0157 0.0044 -0.6170
H: 8.9646 3.0032 2.2331
H: -5.9866 1.8791 4.1822
H: -2.7076 2.8263 4.4355
H: 7.7287 3.9237 1.4265
H: 3.0819 -0.6149 -5.4337
H: 3.3687 3.8361 5.3287
H: -4.1284 3.2912 -4.4991
H: -3.4912 -0.7093 0.6814
H: -4.4612 -2.9944 -5.2891
H: 0.4338 0.7083 -2.2073
H: -6.6679 3.5868 3.9902
H: 0.8959 -0.8792 -1.5721
H: -1.8652 -3.7676 3.7347
H: 7.5187 0.4932 -1.3778
H: -3.8969 -5.4228 -2.5875
H: 3.6250 2.0608 5.2165
H: 1.3321 -2.4866 2.5505
H: -2.8327 2.3941 -3.8031
H: 2.7179 -4.4513 -2.9471
H: -1.4986 1.8804 0.5978
H: 1.2502 -0.9759 -5.5438
H: 0.1940 3.3896 2.1280
H: 3.0352 -2.6481 3.1453
H: -6.3018 2.5373 2.5283
H: -2.3688 0.9990 -0.6779
H: -0.7191 -0.6050 -2.2830
H: 2.2100 2.4541 6.0499
H: -4.1652 1.8382 5.2169
H: 2.7609 0.5507 -0.2514
H: -1.8387 -1.2999 2.0227
H: -0.7174 -2.4292 3.7194
H: 3.2487 0.9855 2.0687
H: -4.0026 -4.2386 -1.3032
H: -4.9888 -1.3175 1.2402
H: 7.3060 2.6077 2.6290
H: -0.9880 2.3485 2.9717
H: 2.1045 -3.5438 -1.6240

Summary:
energy = -2015.11775 a.u.
orbital gap = 9.03 eV
spin multiplicity = 1
SMILES = CNC(C)=O.CNC(C)=O.CNC(C)=O.CNC(C)=O.CNC(C)=O.CC(C)=O.CC(C)=O.CC(C)=O.CC(C)=O
HOMO = -8.939 eV
LUMO energy = 0.09 eV

5.
A structure of composition C27H60N3O3Zn2, computed with ωB97M-V/def2-TZVPD.

Element x y z (Å)
Zn: -15.1333 12.8200 -11.7633
Zn: -13.0725 17.0187 -15.5022
O: -12.4601 10.7224 -14.7393
O: -12.1056 12.3098 -16.1008
O: -13.4311 16.4435 -11.3768
N: -5.3043 13.1026 -10.8386
N: -11.7875 19.1872 -2.3290
N: -20.1855 21.3234 -11.2673
C: -12.2259 17.8639 -2.8677
C: -5.7043 14.2278 -11.9321
C: -11.1432 19.1116 -0.9226
C: -18.8832 22.6949 -12.7029
C: -20.6378 21.2448 -9.7455
C: -10.7548 10.3848 -16.4311
C: -6.0565 11.6890 -11.0872
C: -18.7665 21.8611 -11.4188
C: -14.7912 21.5193 -3.3488
C: -13.1832 17.2640 -10.2532
C: -20.3519 20.0002 -12.0870
C: -19.7506 20.2453 -8.9566
C: -3.7911 12.7914 -10.7962
C: -12.9220 20.2126 -2.1869
C: -3.3337 11.9869 -12.0811
C: -10.6592 19.7014 -3.2466
C: -5.8715 13.8293 -9.5542
C: -9.8448 20.6285 -2.4074
C: -20.3784 22.9475 -13.0388
C: -5.7002 15.3290 -9.7470
C: -5.7688 15.6223 -11.2917
C: -1.8180 11.6782 -12.3432
C: -11.8129 11.1813 -15.7124
C: -10.0999 20.2584 -0.8795
C: -21.0357 22.4793 -11.7337
C: -13.5980 20.6352 -3.5220
C: -20.2603 19.8771 -7.5576
H: -21.0389 19.1579 -7.8116
H: -9.8180 10.9174 -16.2675
H: -3.6297 12.4462 -13.0242
H: -20.6459 22.4124 -13.9499
H: -18.4190 22.0799 -13.4739
H: -8.8377 20.3695 -2.7342
H: -13.9435 19.8401 -4.1827
H: -3.6041 12.3746 -9.8065
H: -10.7022 9.4191 -15.9284
H: -11.9107 19.1506 -0.1495
H: -20.5158 24.0261 -13.1157
H: -5.5203 10.9975 -10.4373
H: -10.5222 21.1488 -0.4138
H: -10.6149 18.1584 -0.9413
H: -5.8416 11.3610 -12.1042
H: -12.8587 21.2832 -3.9929
H: -15.2707 21.6672 -4.3165
H: -19.6478 19.1912 -11.8929
H: -9.1542 19.9604 -0.4268
H: -10.9782 10.2101 -17.4836
H: -19.8215 19.3222 -9.5319
H: -4.9218 16.2299 -11.6104
H: -18.0720 21.0214 -11.4453
H: -19.4173 19.4650 -7.0029
H: -12.2834 17.8065 -10.5431
H: -14.4149 22.4783 -2.9928
H: -22.0729 22.1522 -11.6608
H: -15.3895 21.1435 -2.5189
H: -1.6629 11.1590 -13.2890
H: -21.0813 23.2805 -10.9961
H: -9.9683 21.6512 -2.7635
H: -7.1287 11.8031 -10.9281
H: -6.5344 15.8694 -9.2998
H: -13.7221 19.7425 -1.6151
H: -20.4453 20.1629 -13.1607
H: -18.2747 23.5900 -12.8318
H: -13.0286 17.5137 -2.2188
H: -11.3339 17.2377 -2.8491
H: -4.7685 15.6424 -9.2760
H: -20.7236 20.7081 -7.0258
H: -6.8898 13.4500 -9.6401
H: -1.1770 12.5545 -12.4406
H: -13.9525 17.9977 -10.0122
H: -20.6165 22.2310 -9.2818
H: -6.6550 16.1538 -11.6386
H: -5.3449 13.3395 -8.7351
H: -21.3217 19.7534 -11.6550
H: -18.7012 20.5319 -9.0250
H: -3.3408 13.7832 -10.8362
H: -18.5575 22.5334 -10.5867
H: -21.6296 20.8047 -9.8496
H: -1.6610 11.0478 -11.4680
H: -12.6618 21.0250 -1.5083
H: -10.9796 20.1582 -4.1829
H: -4.9487 14.3581 -12.7068
H: -3.8771 11.0420 -12.0880
H: -13.0079 16.8174 -9.2745
H: -6.6650 13.8206 -12.2474
H: -10.0395 18.8472 -3.5198
H: -12.4918 17.9295 -3.9227

Summary:
energy = -5011.04483 a.u.
orbital gap = 2.70 eV
spin multiplicity = 1
HOMO = -19.444 eV
net charge = +5
LUMO energy = -16.74 eV